No. 1
Formula: C2H4NP
Source: the OMol25 dataset
Level of theory: ωB97M-V with the def2-TZVPD basis set

Last column: Löwdin charge in e.
CARTESIAN COORDINATES (ANGSTROEM)
P 1.92844 0.23558 0.59983  0.790
N 0.38504 0.04476 1.67966  -0.102
C -0.95942 -0.37182 -0.66212  -0.019
C 0.16041 -0.10128 0.47576  -0.670
H -0.37953 -0.32521 -1.50833  0.024
H -1.78498 0.33595 -0.40840  0.096
H -1.05800 -1.40290 -0.56887  0.039
H 1.70804 1.58492 0.39248  -0.159

The calculation puts the total energy at -12915.223 eV. The relative energy (zero: lowest compared OMol25 entry of this formula, charge and spin) comes out at 30.1 kcal per mole. Its SMILES is CC1=[PH]=N1. The HOMO-LUMO gap is 9.95 eV. For the HOMO energy, the calculation gives -9.0694 eV. The largest force on an atom is 5.25 eV/Å.

No. 2
Formula: C2H4NP
Source: the OMol25 dataset
Level of theory: ωB97M-V with the def2-TZVPD basis set

Last column: Löwdin charge in e.
CARTESIAN COORDINATES (ANGSTROEM)
P -1.64315 -0.06339 -0.03184  0.749
N 1.19518 -0.73419 0.14177  0.077
C 1.27162 0.49705 0.03414  -0.151
C 0.08731 -0.11066 -0.66171  -0.605
H -1.31754 0.67775 1.28666  -0.061
H 0.29456 -0.36186 -1.64850  0.034
H 1.78857 1.40103 0.27577  0.100
H -1.67656 -1.30573 0.60371  -0.142

The calculation puts the total energy at -12914.495 eV. The relative energy (zero: lowest compared OMol25 entry of this formula, charge and spin) comes out at 46.9 kcal per mole. Its SMILES is P[C@H]1C=N1. The HOMO-LUMO gap is 10.65 eV. For the HOMO energy, the calculation gives -9.5777 eV. The largest force on an atom is 2.10 eV/Å.

No. 3
Formula: C2H4NP
Source: the OMol25 dataset
Level of theory: ωB97M-V with the def2-TZVPD basis set

Last column: Mulliken spin population.
CARTESIAN COORDINATES (ANGSTROEM)
P 0.03477 -0.05413 -1.52620  0.104
N 0.52689 0.50644 -0.01081  0.312
C -0.01105 -0.20058 1.08544  0.785
C -0.55564 0.94615 1.02865  0.749
H 1.31816 -0.52402 -2.05629  -0.003
H 0.24484 -1.03141 1.69985  0.013
H -1.39156 1.73249 0.84342  0.042
H -0.16640 -1.37494 -1.06405  -0.003

Its spin multiplicity is 3. The calculation puts the total energy at -12910.112 eV. The relative energy (zero: lowest compared OMol25 entry of this formula, charge and spin) comes out at 107.1 kcal per mole. The HOMO-LUMO gap (spin up / spin down) is 6.87 / 8.41 eV. For the HOMO energy (spin up / spin down), the calculation gives -5.6241 / -9.7411 eV. Its expectation value of S² is 2.006. The largest force on an atom is 11.14 eV/Å.

No. 4
Formula: C2H4NS
Source: the OMol25 dataset
Level of theory: ωB97M-V with the def2-TZVPD basis set

Last column: Löwdin charge in e.
CARTESIAN COORDINATES (ANGSTROEM)
S -2.30160 0.01889 0.18285  0.985
N 0.11655 0.08884 0.60460  -0.012
C -0.70584 0.94940 -0.32985  -0.134
C -0.78005 -0.83680 -0.02212  -0.355
H 1.16722 -0.02660 0.64821  0.224
H -0.50519 -1.49341 -0.71513  0.069
H -0.57210 1.11584 -1.30510  0.045
H -0.06568 0.32230 1.59651  0.177

The calculation puts the total energy at -14452.363 eV. The relative energy (zero: lowest compared OMol25 entry of this formula, charge and spin) comes out at 68.6 kcal per mole. The net charge is +1. Its SMILES is [NH2+]1[C@@H]2S[C@H]12. The HOMO-LUMO gap is 9.01 eV. For the HOMO energy, the calculation gives -14.2948 eV. The largest force on an atom is 7.06 eV/Å.